This record from OMol25 describes a 2-piece molecular cluster, C6H14O overall. The level of theory is ωB97M-V with the def2-TZVPD basis set.

The calculation puts the energy relative to the best compared isomer or geometry (same formula, charge and spin) at 61.99 kcal per mole. Its net charge is -1. The calculation puts the energy at -8492.2302 eV. For the HOMO-LUMO gap (alpha / beta), the calculation gives 0.1089 / 0.3331 hartree. The value obtained for the LUMO energy (alpha / beta) is 4.03 / 3.78 eV. The spin multiplicity is 2. As for the molar mass: 102.18 g mol⁻¹.

Last column: Löwdin charge in e.
Atoms and positions in Å:
C -1.3504 -0.7559 1.8652  -0.191
C -0.7228 -0.1144 0.5718  -0.344
C 0.7763 -0.3196 0.5072  -0.406
C 1.6052 0.4952 1.2016  -0.046
C 1.3204 -1.1576 -0.5725  -0.218
C 1.2767 -0.1757 -1.9181  -0.122
H -0.9054 -0.0601 2.6258  0.059
H -1.2360 -1.8256 1.8483  0.042
H -2.4669 -0.5449 1.9367  0.026
H -1.2451 -0.4202 -0.1748  -0.038
H -1.0600 1.0181 0.3781  0.100
H 1.1733 1.1364 1.9236  0.002
H 2.7772 0.7561 1.1485  0.085
H 0.8874 -2.0429 -0.9352  0.059
H 2.4311 -1.3759 -0.3986  0.106
H 0.4777 -0.4902 -2.4443  -0.018
H 2.2899 -0.3227 -2.3969  0.056
H 1.4896 0.8819 -1.4920  0.084
H -2.8130 1.4288 -0.6390  -0.036
H -1.9540 1.8034 -1.7038  -0.050
O -2.7516 2.0858 -1.3317  -0.150


This record from OMol25 describes one molecule with the formula C6H14O. The level of theory is ωB97M-V with the def2-TZVPD basis set.

The calculation puts the energy relative to the best compared isomer or geometry (same formula, charge and spin) at 19.44 kcal per mole. The calculation puts the energy at -8496.0494 eV. For the HOMO-LUMO gap, the calculation gives 0.4101 hartree. The value obtained for the LUMO energy is 0.91 eV. The SMILES is CC(C)C[C@@H](C)O. The spin multiplicity is 1. As for the molar mass: 102.18 g mol⁻¹.

Last column: Löwdin charge in e.
Atoms and positions in Å:
C 1.7291 -1.1006 0.1188  -0.077
C 0.2921 -0.9465 0.6247  -0.433
C -0.3748 -2.3192 0.7339  -0.089
C -0.5557 -0.0281 -0.2688  -0.148
C -0.1809 1.4377 -0.2338  -0.490
C -1.1158 2.3734 -0.9599  -0.049
O 0.0877 1.8960 1.0901  -0.035
H 2.3088 -1.7519 0.7840  0.078
H 2.2607 -0.1429 0.0583  0.068
H 1.7403 -1.5532 -0.8819  0.084
H 0.3199 -0.4893 1.6227  0.131
H 0.2031 -2.9947 1.3753  0.076
H -0.4595 -2.7905 -0.2542  0.081
H -1.3850 -2.2393 1.1529  0.077
H -1.6098 -0.1371 0.0122  0.124
H -0.4608 -0.3213 -1.3221  0.129
H 0.8255 1.5406 -0.7403  0.141
H -2.1427 2.3165 -0.5850  0.086
H -1.0940 2.1038 -2.0189  0.083
H -0.7639 3.4044 -0.8376  0.084
H 0.9824 2.0254 0.7592  0.079


This record from OMol25 describes one molecule with the formula C6H14O. The level of theory is ωB97M-V with the def2-TZVPD basis set.

The calculation puts the energy relative to the best compared isomer or geometry (same formula, charge and spin) at 50.49 kcal per mole. The calculation puts the energy at -8494.7027 eV. For the HOMO-LUMO gap, the calculation gives 0.4161 hartree. The value obtained for the LUMO energy is 1.01 eV. The SMILES is CCCCCCO. The spin multiplicity is 1. As for the molar mass: 102.18 g mol⁻¹.

Last column: Löwdin charge in e.
Atoms and positions in Å:
C 2.3263 -0.3853 0.1068  -0.153
C 1.3360 0.6407 0.2788  -0.302
C 0.3602 0.3775 1.4916  -0.194
C -0.4406 -0.9335 1.2587  -0.222
C -1.0955 -0.9641 -0.1567  -0.209
C -1.6414 0.3696 -0.7277  -0.222
O -1.0016 0.9512 -1.9547  -0.112
H 1.9173 -1.4230 -0.0350  0.096
H 3.0871 -0.3248 0.8179  0.052
H 2.9088 -0.0460 -0.7825  0.097
H 1.8123 1.6341 0.4505  0.125
H 0.8525 0.6554 -0.7106  0.084
H -0.3391 1.2093 1.6743  0.100
H 1.0210 -0.0343 2.3281  0.126
H -1.3142 -1.0009 2.0235  0.130
H 0.2603 -1.8212 1.2802  0.108
H -1.7287 -1.8872 -0.5418  0.143
H -0.2818 -1.0836 -0.8496  0.068
H -2.7627 0.4215 -0.8226  0.122
H -1.3221 1.1479 -0.0373  0.084
H -1.1676 0.3135 -2.6665  0.077


This record from OMol25 describes a 2-piece molecular cluster, C6H14O overall. The level of theory is ωB97M-V with the def2-TZVPD basis set.

The calculation puts the energy relative to the best compared isomer or geometry (same formula, charge and spin) at 101.23 kcal per mole. The calculation puts the energy at -8492.5026 eV. For the HOMO-LUMO gap, the calculation gives 0.3510 hartree. The value obtained for the LUMO energy is 0.72 eV. The SMILES is C=CCCCC.O. The spin multiplicity is 1. As for the molar mass: 102.18 g mol⁻¹.

Last column: Löwdin charge in e.
Atoms and positions in Å:
C -1.0279 2.1550 -1.0300  -0.010
C -0.7895 0.8487 -1.4232  -0.238
C -1.6405 -0.2503 -1.1764  -0.217
C -0.7298 -1.4069 -0.5066  -0.194
C -0.0497 -1.6757 0.8826  -0.280
C 1.2909 -2.4088 0.7171  -0.137
H -1.5986 2.4427 -0.0896  0.055
H -0.7114 3.1953 -1.6103  0.102
H 0.1163 0.6519 -1.8898  0.074
H -1.9001 -0.9172 -2.0664  0.142
H -2.4824 -0.2234 -0.5647  0.084
H 0.1630 -1.1923 -1.2679  0.105
H -0.9501 -2.4226 -0.8763  0.095
H -0.0125 -0.8210 1.4418  0.048
H -0.7636 -2.2556 1.5832  0.125
H 1.8574 -2.0615 -0.2559  0.103
H 1.8774 -2.4571 1.7123  0.089
H 1.1180 -3.5035 0.6294  0.060
O 2.2122 2.5552 1.7784  -0.107
H 1.9875 2.6093 2.7141  0.017
H 1.2807 2.9422 1.5320  0.083